(i)
The following is a quantum chemistry calculation of a single CH6N2O2 molecule, from OMol25.

The geometry in XYZ format:
```
11
CH6N2O2 (ωB97M-V/def2-TZVPD)
C 0.00 0.30 0.12
N -1.17 -0.53 -0.11
N 1.17 -0.47 -0.26
O -2.35 0.26 -0.02
O 2.35 0.20 0.18
H -2.73 0.05 0.84
H 2.73 0.60 -0.61
H -1.15 -0.86 -1.08
H 1.16 -1.35 0.25
H 0.01 0.59 1.18
H -0.01 1.22 -0.49
```

The gap between HOMO and LUMO is 10.5140 eV. The multiplicity is 1. Its structure (SMILES) is ONCNO.

(ii)
The following is a quantum chemistry calculation of 2 unconnected molecules or ions with the total composition CH6N2O2, from OMol25.

The geometry in XYZ format:
```
11
CH6N2O2 (ωB97M-V/def2-TZVPD)
C -1.70 -0.79 0.08
N -0.76 0.11 0.16
N 2.05 0.08 -0.02
O -1.13 1.51 -0.04
O -2.90 -0.63 -0.06
H -1.02 -1.90 0.00
H 0.26 -0.05 0.09
H 2.60 -0.66 -0.27
H 2.05 0.64 -0.78
H 2.62 0.44 0.73
H -2.07 1.27 0.11
```

The gap between HOMO and LUMO is 10.0071 eV. The multiplicity is 1. Its structure (SMILES) is O=CNO.N.

Verdict on stability: (i) comes out at the bottom.

(i)
The following is a quantum chemistry calculation of 2 unconnected molecules or ions with the total composition C3H4N2, from OMol25.

The geometry in XYZ format:
```
9
C3H4N2 (ωB97M-V/def2-TZVPD)
C -1.27 -0.17 -1.14
C -0.78 -0.07 -0.03
C -0.05 0.30 1.18
N 2.05 0.07 -1.05
N 1.42 -0.79 -1.36
H -1.87 -0.48 -1.86
H -0.25 -0.38 1.99
H -0.24 1.32 1.48
H 0.99 0.19 0.78
```

The gap between HOMO and LUMO is 11.0991 eV. The multiplicity is 1. Its structure (SMILES) is C#CC.N#N.

(ii)
The following is a quantum chemistry calculation of a single C3H4N2 molecule, from OMol25.

The geometry in XYZ format:
```
9
C3H4N2 (ωB97M-V/def2-TZVPD)
C -0.37 1.25 -0.41
C -0.22 -0.05 0.33
C 0.27 0.18 -0.99
N 0.91 -0.26 -2.01
N -0.38 -0.61 1.51
H -0.85 2.11 -0.66
H 1.43 -1.08 -1.57
H -0.80 0.02 2.21
H 0.01 -1.56 1.60
```

The gap between HOMO and LUMO is 8.4344 eV. The multiplicity is 1. Its structure (SMILES) is [H]/N=c1/cc1N.

Verdict on stability: (ii) comes out at the bottom.

(i)
The following is a quantum chemistry calculation of a single C3H4N2 molecule, from OMol25.

The geometry in XYZ format:
```
9
C3H4N2 (ωB97M-V/def2-TZVPD)
C 0.91 0.56 0.43
C -0.35 0.49 0.97
N -1.05 -0.32 0.12
C -0.21 -0.66 -0.90
N 0.95 -0.10 -0.78
H 1.67 1.28 0.69
H -0.74 0.86 1.90
H -1.88 -0.85 0.34
H -0.50 -1.40 -1.59
```

The gap between HOMO and LUMO is 9.8737 eV. The multiplicity is 1. Its structure (SMILES) is c1c[nH]cn1.

(ii)
The following is a quantum chemistry calculation of 2 unconnected molecules or ions with the total composition C3H4N2, from OMol25.

The geometry in XYZ format:
```
9
C3H4N2 (ωB97M-V/def2-TZVPD)
C -0.28 0.70 -0.08
C 0.00 -0.48 -0.73
C 1.18 -0.69 -1.60
H -1.03 1.16 2.17
H -0.50 -0.76 2.06
H -0.20 1.78 -0.55
H -0.03 -1.43 -0.07
N -1.08 0.53 1.21
N 1.95 -0.82 -2.39
```

The gap between HOMO and LUMO is 8.4209 eV. The multiplicity is 1.

Verdict on stability: (ii) comes out at the bottom.

(i)
The following is a quantum chemistry calculation of a single C3H4N2 molecule, from OMol25.

The geometry in XYZ format:
```
9
C3H4N2 (ωB97M-V/def2-TZVPD)
N 0.43 0.19 1.97
C -0.60 -0.05 -1.75
N 0.43 -0.97 -1.58
C 0.39 -0.34 -0.43
C 0.77 0.13 0.70
H 1.01 0.69 2.63
H -0.41 -0.24 2.34
H -0.40 0.98 -2.02
H -1.63 -0.40 -1.85
```

The gap between HOMO and LUMO is 8.4200 eV. The multiplicity is 1.

(ii)
The following is a quantum chemistry calculation of a single C3H4N2 molecule, from OMol25.

The geometry in XYZ format:
```
9
C3H4N2 (ωB97M-V/def2-TZVPD)
C 1.71 0.14 0.16
C -0.73 0.26 -0.59
C 0.31 0.19 0.51
N 2.81 0.07 -0.13
N -0.54 -1.03 0.05
H -1.66 0.76 -0.30
H -0.72 0.21 -1.78
H 0.09 0.74 1.35
H -1.27 -1.34 0.74
```

The gap between HOMO and LUMO is 11.3668 eV. The multiplicity is 1. Its structure (SMILES) is N#C[C@H]1CN1.

Verdict on stability: (i) comes out at the bottom.